ORCA calculation (the ωB97M-V functional and the def2-TZVPD basis) on a 2-piece molecular cluster, C13H16NO overall in a non-equilibrium geometry.

Geometry as XYZ:
```
31
Properties=species:S:1:pos:R:3:forces:R:3
O -0.395469 0.982633 -2.002126 1.23 1.53 0.31
N -0.906345 0.329248 0.232771 -0.05 0.17 -1.56
C 2.392639 0.450553 0.986652 2.35 -1.83 -2.60
C 0.133421 2.402731 -0.043484 0.08 2.82 -0.69
C 1.894065 0.349212 -0.285436 -3.12 0.80 -0.59
C -0.951048 -1.048805 -0.338091 -1.04 -2.79 4.07
C 0.281263 3.551590 0.289454 -0.37 -1.33 0.52
C -0.019690 1.174173 -0.668977 3.30 -3.54 0.52
C -3.061823 -0.530777 0.688957 0.27 -0.27 1.21
C 3.846235 -0.757110 -0.960374 -0.41 0.61 0.13
C 3.663376 -0.007822 1.311127 -0.76 -0.61 -3.08
C -2.391923 -1.532395 -0.220996 -0.38 2.09 -0.01
C -2.365027 0.774994 0.337587 1.26 1.48 -0.85
C 2.556855 -0.268910 -1.296533 1.22 -0.46 0.08
C 4.402051 -0.606503 0.289029 -1.85 0.66 0.14
H 4.612381 -1.180442 -1.566636 -0.49 -0.38 -1.59
H 0.205849 1.524589 -2.610845 -1.16 -0.93 1.36
H -2.967355 -0.945207 1.762311 0.10 1.46 -1.34
H 5.391682 -0.936047 0.293161 1.46 -0.37 1.04
H -2.566822 -2.461576 0.148264 0.48 -2.90 1.67
H -0.339786 -1.785953 0.236150 0.10 1.11 -0.55
H 4.024982 0.159010 2.246754 1.05 0.34 2.52
H -2.292246 1.651321 0.984930 -0.67 -0.43 0.63
H 2.150058 -0.327033 -2.281229 -0.11 -0.19 -0.57
H -0.629357 0.532418 1.192387 1.06 -1.15 -0.11
H -0.760525 -1.057821 -1.324479 1.56 0.47 -3.09
H 1.931879 0.964819 1.673996 -2.78 2.68 3.73
H 0.282755 4.429729 0.859924 0.24 0.97 0.06
H -2.455193 1.290638 -0.648169 -1.27 -1.11 0.33
H -2.966147 -1.657247 -1.102326 0.00 0.79 -1.65
H -4.091578 -0.509200 0.463752 -1.29 0.32 -0.02
```
Forces are in eV/Å.

Computed properties:
**Kohn-Sham gap**: 9.91 eV
**Net charge**: +1
**2S+1**: 1

Here are the Mulliken charges for atoms 1 to 4, given in e:
1. O -0.52
2. N -0.10
3. C -0.67
4. C -0.92

=====

ORCA calculation (the ωB97M-V functional and the def2-TZVPD basis) on a 2-piece molecular cluster, CH5NO2 overall in a non-equilibrium geometry.

Geometry as XYZ:
```
9
Properties=species:S:1:pos:R:3:forces:R:3
O 2.592633 -0.052417 -0.509301 -0.27 -0.44 0.57
O 1.072660 0.988491 0.125532 -1.04 -0.68 1.17
N 0.114294 0.281855 0.642161 1.40 2.13 -0.71
C -0.944665 -0.085753 -0.219906 -2.58 -1.09 1.55
H -0.601586 -0.879357 -0.783297 0.56 -2.09 -1.44
H 2.462836 0.443251 -1.311644 0.09 0.34 -0.80
H 0.362040 -0.256515 1.437793 0.18 -0.49 0.82
H -1.934178 -0.469701 0.304955 2.15 1.17 -0.74
H -1.119550 0.688628 -0.913642 -0.50 1.15 -0.42
```
Forces are in eV/Å.

Computed properties:
**Kohn-Sham gap (alpha / beta)**: 9.18 / 10.31 eV
**Net charge**: 0
**2S+1**: 1

Here are the Mulliken charges for atoms 1 to 4, given in e:
1. O -0.45
2. O -0.37
3. N 0.08
4. C -0.68

=====

ORCA calculation (the ωB97M-V functional and the def2-TZVPD basis) on C43H52BClCsF4N9O3PS as an isolated structure in a non-equilibrium geometry.

Geometry as XYZ:
```
116
Properties=species:S:1:pos:R:3:forces:R:3
Cs 0.816861 -1.567763 0.938351 0.43 1.90 0.60
Cl -0.701021 -0.586179 3.384251 -0.34 0.18 0.75
S 0.797703 -3.433851 -2.411977 0.12 0.02 0.08
P -0.189628 2.446304 2.840541 0.04 0.00 0.04
F 2.956340 -1.219043 2.641972 0.53 -0.07 0.29
F 4.193537 -3.166974 2.593165 0.01 0.51 0.19
F 5.280168 -1.109990 2.664310 -0.45 -0.30 0.23
F 4.124361 -1.880874 4.536478 0.06 0.04 -0.60
O 1.857308 -2.461761 -2.579995 -0.02 -0.03 -0.03
O -0.129608 -3.562376 -3.506574 -0.03 -0.13 -0.10
O -0.002946 -4.155220 1.072980 -0.08 -0.53 -0.21
N 3.846858 1.052379 -3.464402 -0.04 0.11 -0.13
N -0.682395 1.673478 -2.270467 -0.49 0.09 0.19
N 0.049710 -3.210436 -1.007056 -0.31 -0.80 -0.72
N -2.006217 0.529454 -3.811468 0.00 0.11 0.20
N 2.398732 1.626828 -1.626299 0.14 0.26 0.41
N -5.016567 -2.679293 0.096615 0.19 0.23 0.03
N 4.186208 0.107418 -1.449337 -0.19 0.15 0.08
N -1.007498 2.374138 -4.588739 0.18 0.21 -0.04
N -3.811552 -1.720458 2.065466 -0.25 -0.11 -0.51
C 0.350567 -4.168803 -0.107963 -0.37 -0.67 -0.27
C 3.825040 2.390336 2.210405 -0.01 -0.02 -0.01
C 1.223806 -5.254982 -0.680454 0.00 0.09 -0.09
C 3.757017 -0.480314 -0.187644 0.11 0.19 -0.30
C 4.368217 1.946429 3.408657 0.01 -0.06 -0.05
C -6.292049 -4.704251 0.767378 0.01 0.09 0.02
C 2.155802 1.757767 4.335667 0.04 0.00 0.05
C 3.396023 1.021899 -2.135700 -0.07 -0.61 -0.11
C -1.691987 6.228779 2.526334 0.05 -0.02 0.03
C 0.370171 6.461878 3.741134 -0.04 -0.01 -0.03
C 1.596059 2.506336 -2.445683 -0.06 -0.09 -0.15
C 3.532818 1.625205 4.465506 -0.02 -0.06 0.04
C -0.922375 1.894598 4.449443 0.09 -0.25 -0.11
C 1.602801 2.213501 3.143722 -0.05 0.02 -0.01
C -7.453972 -2.768451 -0.310954 0.14 -0.08 0.07
C -1.151903 0.523351 4.639648 -0.01 0.34 -0.21
C -1.172556 1.591889 -3.436291 0.02 -0.27 -0.20
C -1.946216 -0.711714 -3.068181 0.36 0.05 -0.04
C -2.098120 0.894712 6.798352 -0.02 0.08 0.03
C -1.300240 2.746176 5.483266 -0.02 0.04 0.03
C 2.451608 2.517083 2.076550 -0.06 0.01 -0.07
C 4.867185 -0.747958 -2.408383 -0.03 0.14 0.21
C -7.354462 -3.612295 0.960597 0.07 0.00 -0.10
C 3.955303 2.316617 -4.163233 0.14 -0.03 -0.13
C -2.131721 0.470297 -5.250429 0.02 0.01 0.16
C -6.162354 -1.949545 -0.480099 0.09 -0.22 0.17
C -5.086037 -4.140659 -0.013911 -0.07 0.15 0.12
C 0.586677 5.092646 3.643631 0.03 0.04 0.00
C -1.916323 1.922161 -5.627325 0.07 0.08 0.04
C -0.772105 7.032157 3.188671 0.05 -0.11 0.00
C 1.723641 -6.368227 -0.035261 0.05 -0.09 0.00
C -1.878415 2.255904 6.647833 0.00 0.02 -0.01
C -4.363875 -2.147602 1.138224 -0.16 -0.16 0.24
C 1.529854 -5.001517 -2.002350 0.05 -0.07 0.03
C -1.736345 0.019358 5.786826 0.02 -0.06 0.03
C 5.008865 0.182505 -3.595465 -0.09 0.06 -0.05
C 2.522004 -7.240151 -0.767279 0.01 0.02 -0.07
C -0.336545 4.275429 2.992759 -0.10 -0.04 0.12
C 2.813108 -6.986843 -2.108770 0.00 -0.03 0.07
C -1.468472 4.860741 2.424427 -0.02 0.02 -0.02
C -0.700199 3.786275 -4.573031 -0.14 -0.11 -0.08
C 2.324817 -5.850608 -2.745586 0.01 0.00 -0.06
C 0.211258 2.728178 -1.841760 0.08 -0.41 -0.09
B 4.158071 -1.854187 3.124000 0.07 -0.09 0.08
H -8.309277 -2.094492 -0.285883 -0.04 0.03 0.00
H 1.093975 7.085383 4.254335 -0.02 -0.03 -0.04
H 3.950457 1.232915 5.384680 -0.03 -0.01 -0.04
H -7.592034 -3.432891 -1.168884 -0.03 0.02 -0.01
H -1.901931 -1.046665 5.878542 0.02 0.05 -0.02
H 0.142421 4.000208 -3.927615 0.04 0.02 -0.07
H -3.112464 0.097191 -5.548831 0.00 -0.02 -0.02
H 3.166909 -1.391088 -0.353962 0.28 0.10 -0.20
H -5.966733 -1.736606 -1.532028 0.05 0.00 -0.05
H -5.974026 -5.098376 1.735084 -0.01 0.03 -0.05
H -1.466773 2.043980 -6.611851 0.03 0.02 -0.08
H 4.991308 -0.343913 -4.549604 0.02 -0.01 -0.05
H 4.468784 2.598200 1.363424 -0.04 0.01 0.02
H -1.560512 -0.491225 -2.076542 0.02 -0.03 0.00
H 4.670515 2.996439 -3.681291 0.06 0.02 0.02
H -2.936075 -1.135723 -2.964157 -0.32 -0.19 -0.03
H 1.484071 4.654583 4.068803 -0.06 0.01 -0.01
H 5.935686 0.765560 -3.532212 0.07 0.05 0.03
H 3.156021 0.246675 0.355842 0.10 0.00 -0.05
H 5.436673 1.798683 3.498381 -0.03 0.00 0.00
H -0.428221 4.086639 -5.584719 -0.01 0.02 -0.07
H -2.174434 4.232151 1.888297 0.03 0.05 0.06
H 1.517171 1.481600 5.166459 0.00 0.03 -0.01
H -2.579512 6.668989 2.086016 0.04 -0.03 0.00
H -1.362219 -0.172955 -5.699073 0.03 -0.03 0.03
H 2.077014 3.480486 -2.597332 0.08 0.10 0.14
H 2.562359 -5.639516 -3.782178 -0.02 -0.01 0.07
H -8.315038 -4.057641 1.219635 -0.02 -0.01 -0.02
H 2.036240 2.837610 1.124972 0.02 -0.06 0.02
H 4.258612 -1.620968 -2.654263 -0.10 -0.09 -0.01
H -2.557140 0.511361 7.701088 0.02 0.00 -0.01
H -5.171430 -4.373870 -1.074960 0.00 0.02 -0.06
H -1.552276 4.400940 -4.253609 -0.02 0.01 0.03
H -1.141988 3.812404 5.375045 0.01 -0.02 0.01
H 1.437170 2.062607 -3.438623 -0.02 0.09 0.03
H 0.313416 2.657481 -0.762608 -0.05 0.02 0.20
H 4.625614 -0.730511 0.418904 -0.04 -0.02 0.02
H -2.861413 2.482416 -5.606295 -0.03 0.03 0.04
H -2.154652 2.942249 7.439624 0.00 -0.02 -0.04
H 5.827605 -1.078759 -2.018394 0.07 -0.05 0.04
H -6.245920 -0.999855 0.041416 0.03 0.06 0.06
H -1.286291 -1.444150 -3.553108 -0.12 0.11 0.09
H -0.159118 3.733481 -2.064566 -0.02 -0.02 0.06
H -4.143888 -4.556608 0.331019 0.06 0.00 0.01
H 2.997198 2.817493 -4.235273 0.19 -0.01 -0.11
H 3.438265 -7.679842 -2.660624 -0.02 0.03 0.04
H -0.936778 8.099825 3.263818 -0.01 0.00 0.01
H 1.500358 -6.529143 1.012109 0.00 -0.01 -0.04
H 4.304978 2.119982 -5.177094 0.04 -0.03 -0.02
H 2.931814 -8.123112 -0.290507 -0.01 0.04 -0.03
H -6.721572 -5.535387 0.201465 0.03 -0.02 0.03
H -7.067681 -2.964132 1.792065 -0.02 0.00 0.04
```
Forces are in eV/Å.

Computed properties:
**Kohn-Sham gap**: 7.75 eV
**Net charge**: -1
**2S+1**: 1

Here are the Mulliken charges for atoms 1 to 4, given in e:
1. Cs 1.48
2. Cl -0.12
3. S 1.04
4. P 0.22

=====

Energy above the lowest of the compared OMol25 structures with the same formula, charge and spin per entry: 5.690, 5.758, 1.960 eV
Total energy per entry: -634.506752, -246.145265, -4032.806144 Ha